{
  "formula": "C5H12N4O",
  "method": "ωB97M-V with the def2-TZVPD basis set",
  "smiles": "CC/N=C/NC(=[NH2+])/[NH+]=C\\O",
  "orbital_gap_ha": 0.301,
  "charge": 2,
  "homo_energy_ev": -17.5281,
  "e_above_lowest_kj_mol": 246.8,
  "symbols": ["C", "C", "N", "C", "N", "C", "N", "N", "C", "O", "H", "H", "H", "H", "H", "H", "H", "H", "H", "H", "H", "H"],
  "coordinates": [[-1.61, 0.99, -2.63], [-1.64, 0.06, -1.44], [-0.56, 0.22, -0.44], [0.34, 1.04, -0.55], [1.41, 1.08, 0.46], [1.91, -0.02, 1.04], [3.14, -0.08, 1.52], [1.38, -1.29, 1.02], [0.31, -1.64, 1.72], [-0.17, -0.75, 2.60], [-2.32, 0.58, -3.40], [-1.67, 2.00, -2.22], [-0.62, 0.72, -3.06], [-2.68, 0.03, -1.02], [-1.48, -0.99, -1.72], [0.49, 1.75, -1.36], [1.84, 2.01, 0.55], [3.60, 0.70, 1.94], [3.53, -0.98, 1.81], [1.91, -1.85, 0.39], [-0.13, -2.68, 1.52], [-0.88, -1.05, 3.17]],
  "nbo_charge": [-0.645, -0.249, -0.406, 0.222, -0.518, 0.685, -0.680, -0.570, 0.631, -0.562, 0.275, 0.228, 0.203, 0.246, 0.219, 0.227, 0.468, 0.453, 0.442, 0.479, 0.285, 0.566]
}